Record 1
Below is a 3-piece molecular cluster, C3H11O2S overall, with properties calculated with ωB97M-V/def2-TZVPD.

The energy relative to the best compared isomer or geometry (same formula, charge and spin) is 0.398 eV. The LUMO energy is 3.767 eV. As for the frontier orbital gap: 6.7 eV. As for the HOMO energy: -0.108 Eh. The total charge is -1.

Atoms and positions in Å:
1 H -2.9959 2.0425 -2.5913
2 H -3.7164 1.3193 -3.6986
3 H 1.4449 -2.0711 1.7911
4 H -2.8075 0.2140 -1.2053
5 H 2.9456 0.5777 1.6186
6 H 1.0930 0.0817 -0.2396
7 C 0.5486 -0.5580 0.4445
8 H 1.5802 0.4637 2.7271
9 H 2.9790 -0.5499 2.9755
10 O -3.5469 2.2150 -3.3799
11 S -0.4839 -1.7507 -0.4136
12 O -2.0873 0.7011 -1.6318
13 H 0.0399 0.1881 1.0681
14 H 2.3953 -1.6202 0.5632
15 C 2.3421 -0.1155 2.1999
16 C 1.7086 -1.1346 1.2720
17 H -1.4393 -0.0032 -1.5000

Record 2
Below is C27H29GdN4O13S as an isolated structure, with properties calculated with ωB97M-V/def2-TZVPD.

The energy relative to the best compared isomer or geometry (same formula, charge and spin) is 0.283 eV. The LUMO energy (alpha / beta) is 4.096 / 4.096 eV. As for the frontier orbital gap (alpha / beta): 7.3 / 7.3 eV. As for the HOMO energy (alpha / beta): -0.118 / -0.119 Eh. The total charge is -2. The multiplicity is 8.

Atoms and positions in Å:
1 H 2.9480 2.0008 -5.2708
2 H -0.5219 -2.9178 -1.0953
3 C 0.4825 0.1852 -4.3955
4 H 2.8430 -3.8169 2.1047
5 H 1.2921 5.1509 -0.7971
6 O 1.0981 -1.6748 2.0789
7 H -4.4593 -0.0273 3.0890
8 O -2.1545 2.6883 2.5720
9 N 1.2557 1.2935 -4.2635
10 N -4.2631 -0.6545 2.3117
11 C 1.4603 1.8923 -2.9854
12 C -2.3410 -4.0642 -0.9788
13 O 1.3879 1.0772 2.9925
14 C -1.6459 -2.4176 0.6435
15 H -1.3987 -4.2847 -2.8948
16 O 2.3084 -2.8171 -2.1249
17 H -2.9843 -5.0790 -2.7695
18 C 0.1106 0.2220 -2.0281
19 H 1.4889 2.9562 -5.5095
20 H -4.6522 -3.7201 1.5030
21 C -3.5117 -4.2754 -0.2501
22 O 4.9770 1.5765 1.2288
23 C 1.8678 1.9381 -5.4025
24 Gd 0.7930 0.4448 0.9406
25 C -3.7127 1.5467 1.1870
26 H -4.4335 2.0736 1.8162
27 O -1.8956 -1.1585 3.3075
28 C -4.0732 0.0779 1.0382
29 C 2.1062 2.0244 3.4578
30 H 1.2444 -4.3874 1.6157
31 C -2.8096 -2.6578 1.3580
32 H 3.6909 -4.1917 -0.1266
33 H -0.9390 -1.6607 0.9735
34 H -4.2417 -4.9949 -0.6058
35 C -0.1224 -0.3675 -3.3342
36 H -0.7332 -1.2539 -3.4123
37 H 2.3926 2.9999 -0.8114
38 O 0.9259 2.8318 0.6575
39 S -3.1086 -1.7524 2.8498
40 H -5.0128 -0.0173 0.4839
41 C 2.0934 -3.7701 1.3153
42 C 2.1939 -2.8555 -0.9117
43 H 2.5799 4.0913 3.1677
44 H 0.0035 3.2886 2.4666
45 C -2.0616 -4.8450 -2.2363
46 N 1.6823 -1.8918 -0.1018
47 C -1.4189 -3.1282 -0.5259
48 C 0.8722 3.5840 1.8864
49 O 2.6510 2.0731 4.5586
50 C 2.6058 -4.0937 -0.0794
51 O 2.9579 0.7726 0.6945
52 H -3.7244 2.0059 0.1949
53 N 0.9088 1.3000 -1.9128
54 C 1.5961 -2.3351 1.1538
55 O -3.8283 -2.6040 3.7716
56 H 1.6414 1.3689 -6.3036
57 H 3.9782 3.8036 1.2942
58 H 0.3941 -0.2166 -5.3978
59 H -0.1640 5.2878 1.0602
60 C 1.7982 4.9079 0.1376
61 H 1.1924 5.7392 2.1087
62 H 2.6897 5.5300 0.2226
63 H -3.2950 -0.4051 0.4503
64 C 2.2318 3.2729 2.5404
65 O -1.4103 1.0082 1.2585
66 C 3.1453 3.1039 1.2811
67 C 2.1463 3.4119 0.1562
68 H -1.5641 -5.7871 -1.9920
69 C -2.2887 1.7795 1.7507
70 C 0.8515 5.0245 1.3592
71 O 2.1397 2.9197 -2.9833
72 C 3.7648 1.6942 1.0734
73 O -0.4306 -0.2642 -1.0072
74 C -3.7534 -3.5735 0.9173
75 H 2.1629 -4.9862 -0.5218

Record 3
Below is C37H37F5P2W as an isolated structure, with properties calculated with ωB97M-V/def2-TZVPD.

The energy relative to the best compared isomer or geometry (same formula, charge and spin) is 0.282 eV. The LUMO energy (alpha / beta) is -7.680 / -8.392 eV. As for the frontier orbital gap (alpha / beta): 6.0 / 5.4 eV. As for the HOMO energy (alpha / beta): -0.502 / -0.506 Eh. The total charge is +2. The multiplicity is 3.

Atoms and positions in Å:
1 H 2.8382 -0.0856 -2.0554
2 H -2.5633 1.9837 -9.7515
3 H -0.9817 4.0496 -3.8831
4 H 2.1043 -1.5821 -1.5784
5 H -2.7659 1.6809 -2.8449
6 C -3.0510 2.9544 -9.8340
7 C -0.7404 7.3609 -1.8539
8 C 1.0342 1.2756 -0.0916
9 H -3.3400 5.9392 -8.2344
10 C 0.1645 0.0726 -7.6622
11 C -4.1979 5.4836 -10.1531
12 H -1.0205 8.5209 -6.4486
13 H 1.5553 2.6493 -4.1697
14 H 2.8595 0.1788 0.3237
15 H -2.8390 -1.3458 -6.8444
16 C -0.7542 4.5936 -7.1278
17 C -1.8542 2.2261 0.8946
18 H -1.9358 10.8048 -6.7538
19 H 1.4095 -0.7430 0.5650
20 P -2.1833 3.4846 -7.1160
21 H 1.0479 3.2747 -0.7135
22 H -0.6772 8.2865 -1.2932
23 C 1.8470 0.0219 -0.1025
24 H -3.5049 1.0328 -6.8730
25 H 0.2905 0.5185 -4.4361
26 C 2.3614 2.2987 -2.1740
27 F -3.2694 0.8544 -0.4560
28 F -1.1096 1.8830 1.9896
29 C -1.5253 1.7762 -7.3053
30 C -2.5887 10.0063 -6.3915
31 H 0.5043 6.2136 -0.4900
32 H 3.2744 1.8038 -1.8083
33 H -4.6387 6.4764 -10.2792
34 C -0.9426 4.9907 -3.3207
35 H 0.4540 4.1967 -1.9608
36 C -0.0741 6.2170 -1.4171
37 H 0.7805 1.6659 0.9007
38 C -3.4854 5.1753 -8.9944
39 H -0.2757 6.6655 -6.6081
40 C -1.9061 1.0363 -0.1544
41 C -2.0907 -0.5869 -7.0731
42 C -1.4778 7.3373 -3.0411
43 H -0.4677 -1.9764 -7.3529
44 C -0.7669 -0.9290 -7.3662
45 C -3.9242 10.2829 -6.0883
46 H -5.7702 9.4784 -5.2776
47 F -1.3202 3.4141 0.4021
48 C 1.9439 -0.4917 -1.5455
49 H -0.0074 -0.9870 -2.4585
50 C 1.2723 2.2866 -1.1032
51 C -2.4680 0.7510 -7.0622
52 H -4.8613 7.1828 -4.9756
53 C -2.0681 8.7172 -6.2170
54 C 0.7553 0.8066 -3.4801
55 C -0.1448 5.0667 -2.2021
56 C -1.6070 6.1477 -3.7639
57 C -2.0486 0.9611 -3.3236
58 H 2.7428 1.3566 -4.1127
59 F -3.0847 2.5501 1.3503
60 H -4.3285 11.2861 -6.2373
61 H 0.5143 2.2000 -7.8824
62 C -2.9512 3.8867 -8.7905
63 C -0.2071 1.4232 -7.6284
64 C -3.7806 3.2474 -10.9918
65 C -4.2385 7.9809 -5.3903
66 W -0.5896 1.4701 -1.9252
67 F -1.4802 -0.1477 0.4978
68 H -1.8201 1.2894 -4.3436
69 H -3.9168 2.4945 -11.7691
70 H -1.9172 8.2524 -3.4409
71 H 0.1445 4.2918 -7.6890
72 H -4.9595 4.7312 -12.0266
73 C -0.9490 5.8052 -6.5009
74 C 1.8975 1.7969 -3.5567
75 H 2.6902 3.3408 -2.3243
76 H 1.1916 -0.1984 -7.9106
77 C -2.8984 7.6966 -5.7228
78 C -4.7420 9.2684 -5.5668
79 P -2.3890 5.9588 -5.4147
80 H -2.5010 -0.0644 -3.2858
81 C 0.6899 -0.1503 -2.3653
82 C -4.3649 4.5100 -11.1429

Record 4
Below is C38H25Cl2N9O5S2Sr as an isolated structure, with properties calculated with ωB97M-V/def2-TZVPD.

The energy relative to the best compared isomer or geometry (same formula, charge and spin) is 0.886 eV. The LUMO energy is 3.637 eV. As for the frontier orbital gap: 5.7 eV. As for the HOMO energy: -0.074 Eh. The total charge is -2.

Atoms and positions in Å:
1 C -1.1279 -3.5421 -0.8335
2 H 0.0092 -2.3720 6.2674
3 S -2.1089 -2.2528 1.0307
4 C -0.0108 8.4680 -0.3269
5 O 4.0281 -3.3070 -1.2984
6 H -4.3981 0.7674 -3.0415
7 N -0.5247 4.8661 -0.8252
8 H 0.5407 9.1340 0.3272
9 C -0.8595 -0.6302 -2.4096
10 H -0.8964 10.0732 -1.4654
11 C -1.4090 6.7584 -1.9871
12 C -1.7584 0.2298 5.0005
13 C 5.6226 -3.5145 3.5616
14 N 2.3042 -1.9033 3.0565
15 C 0.4024 -1.3465 4.4505
16 Cl 6.6056 -4.0880 4.8930
17 C -1.4115 -0.7746 5.8938
18 H -2.8770 1.9087 -1.4531
19 H -5.1647 -1.8929 0.4431
20 C 2.6316 -0.6222 -4.0540
21 H -5.2085 -4.3110 -3.1062
22 O -1.9744 -0.8037 1.0622
23 N -0.8169 -2.8822 0.3229
24 C 0.3225 3.0192 0.2347
25 H -1.9575 6.0873 -2.6391
26 H 2.6821 -0.8068 -5.1210
27 N 2.4259 -0.1710 -1.3287
28 Sr 0.9588 -0.8026 1.0757
29 H -3.6404 -1.2715 -4.2285
30 C -3.2889 -4.0907 -2.1735
31 C 2.8355 -1.3532 -1.7889
32 Cl 7.6383 -4.2490 1.8638
33 H 2.1302 1.4755 -4.2386
34 C -1.5091 8.1275 -2.1554
35 H -2.1411 8.5176 -2.9453
36 H -1.0244 4.2538 -1.4531
37 C 3.9956 -2.5888 1.4795
38 C -2.5512 1.0333 -1.9986
39 C -3.2912 -2.7417 -0.1940
40 C -1.2747 0.5311 -1.7704
41 C -0.6000 6.2209 -0.9737
42 S 1.2901 2.2381 1.4256
43 C -2.6178 -3.5065 -1.1146
44 N -0.4943 2.3379 -0.7331
45 C -5.3259 -3.0762 -1.3563
46 C 3.3897 -2.3715 -0.7904
47 C -3.3959 0.3871 -2.8852
48 N 0.0517 -0.3977 3.5827
49 H 5.5954 -3.2240 0.2109
50 C 4.3687 -2.9965 3.8382
51 C 2.3133 0.6428 -3.5721
52 H -2.6046 0.8802 5.1778
53 H 0.1213 -1.0419 -2.2037
54 H 4.0258 -2.9721 4.8585
55 H -1.9915 -0.9320 6.7961
56 C -4.6551 -3.8701 -2.2856
57 C 1.6426 -2.2006 4.1827
58 O -0.3423 -4.0630 -1.6033
59 C 2.9122 -1.6307 -3.1534
60 H -6.3904 -2.9064 -1.4653
61 C 0.1053 7.1034 -0.1393
62 H -2.7389 -4.6881 -2.8898
63 C -4.6490 -2.5025 -0.2874
64 O 1.8901 -3.0550 5.0488
65 C 2.2087 0.8115 -2.2037
66 C -0.8144 9.0027 -1.3296
67 H 3.2214 -2.6210 -3.4535
68 C -2.9708 -0.7567 -3.5506
69 H 1.9444 1.7712 -1.7750
70 H -1.2302 1.1274 3.1095
71 N 0.2675 4.3149 0.1444
72 N 3.1998 -2.0260 0.4786
73 O -2.4661 -2.8677 2.2826
74 C -0.9996 0.3720 3.8523
75 C 3.5404 -2.5081 2.8250
76 H 0.7285 6.6847 0.6370
77 C -1.7008 -1.2613 -3.3127
78 C -0.3183 -1.5737 5.6180
79 C 5.2570 -3.1360 1.2294
80 N -0.3803 1.1115 -0.8099
81 C 6.0676 -3.5840 2.2579
82 H -1.3632 -2.1697 -3.7951

Record 5
Below is C32H30N4O2PPt as an isolated structure, with properties calculated with ωB97M-V/def2-TZVPD.

The energy relative to the best compared isomer or geometry (same formula, charge and spin) is 0.000 eV. The LUMO energy (alpha / beta) is -9.967 / -9.966 eV. As for the frontier orbital gap (alpha / beta): 7.5 / 7.5 eV. As for the HOMO energy (alpha / beta): -0.642 / -0.642 Eh. The total charge is +3.

Atoms and positions in Å:
1 N -0.5889 -1.7360 0.5716
2 N -0.3826 -0.3786 2.7829
3 C -0.6819 -3.9167 -0.3609
4 C 0.7187 -1.3020 3.1571
5 C 2.1339 0.5030 -3.1555
6 H 5.2020 -1.7817 1.9692
7 H 0.5907 -2.3181 -1.0251
8 C -2.3694 -1.2680 -2.0242
9 C 1.5149 2.4954 -1.9567
10 H -1.9900 -1.5639 3.5766
11 H 4.9148 -0.1210 0.1136
12 H -0.8525 0.6724 4.5913
13 C -2.5390 -2.8069 -3.8672
14 C -2.4547 1.6992 -0.4407
15 C -1.4777 -2.0987 1.5390
16 C -1.6563 -4.2705 0.5580
17 H -3.0994 -3.5551 -4.4120
18 H 0.3946 -2.3401 3.0890
19 H -2.7468 -3.6262 2.3064
20 C -1.4529 3.0771 3.5511
21 H 2.6734 0.8218 -0.3020
22 N -0.3524 2.1812 1.6302
23 H -4.0418 -2.5508 -2.3539
24 C -0.5209 3.3600 1.0173
25 H 0.3518 -1.1027 -4.0634
26 C -0.3366 0.8262 3.6423
27 H -1.2422 5.3648 1.0708
28 P -0.3168 0.5447 -1.6506
29 C 4.2381 -1.3331 1.7678
30 C -1.6907 -1.0831 2.6431
31 H -2.2585 1.6161 -2.5634
32 C 1.2272 1.1726 -2.3321
33 C -0.1750 -2.6337 -0.3321
34 H 0.8502 3.0353 -1.3008
35 H 4.4014 2.9746 -3.6462
36 N 1.7636 -0.2136 1.2426
37 C 1.9219 -1.0571 2.2825
38 Pt -0.2002 0.2723 0.7299
39 H -2.1888 5.0918 3.3737
40 C -0.7831 2.0577 2.9187
41 C 2.6456 3.1398 -2.4201
42 C -1.3012 -2.3919 -4.3319
43 O -3.3687 2.4052 -0.1691
44 H 2.0016 -0.5258 -3.4397
45 C 3.5246 2.4689 -3.2642
46 H -1.2345 2.8393 -1.8244
47 H 3.9593 0.6218 -4.2601
48 H -0.3133 -4.6173 -1.0967
49 C -3.0692 -2.2412 -2.7129
50 H -1.7925 2.9403 4.5690
51 H 0.7216 0.9857 3.8652
52 C 4.0817 -0.4213 0.7329
53 C 2.8345 0.1114 0.4933
54 C -1.6518 4.2861 2.8908
55 H -0.1526 3.4427 0.0106
56 C -1.1140 -0.8440 -2.4880
57 H 3.2327 -2.3173 3.3988
58 H -0.8914 -2.8102 -5.2413
59 H -2.4538 -0.3542 2.3625
60 C 3.1425 -1.6415 2.5581
61 H 2.8403 4.1644 -2.1329
62 H 0.9879 -1.1294 4.2010
63 C -1.1407 4.4389 1.6185
64 H -2.0879 -5.2629 0.5468
65 C 3.2719 1.1530 -3.6158
66 O -2.1265 0.6433 0.3660
67 C -1.6124 1.8261 -1.7082
68 H -2.8060 -0.8454 -1.1317
69 C -0.5870 -1.4180 -3.6486
70 C -2.0389 -3.3549 1.5343

Record 6
Below is a 6-piece molecular cluster, C25H39BClFN7O6P overall, with properties calculated with ωB97M-V/def2-TZVPD.

The LUMO energy is -0.555 eV. As for the frontier orbital gap: 7.6 eV. As for the HOMO energy: -0.301 Eh.

Atoms and positions in Å:
1 H 4.6967 4.2551 -5.3782
2 H 0.3367 4.1864 -5.9485
3 O -0.4285 1.7052 -5.3446
4 N 2.4178 -4.6236 -3.4811
5 H 2.0642 4.3886 0.9945
6 H 0.5058 -2.5424 -4.1419
7 H -2.6952 -0.0636 3.2012
8 H -3.4123 1.8201 -2.7079
9 C -2.3717 0.3739 -3.8749
10 C -0.4633 2.0586 -1.4256
11 C 3.5887 4.1428 -3.6057
12 H -0.1545 -1.6839 -1.6515
13 Cl 0.2405 3.0664 -2.6028
14 H 3.7576 -3.6695 11.0260
15 C -0.1466 -1.7228 -3.8633
16 C -1.1227 -4.7167 8.2356
17 O -1.7923 -0.0607 -6.4846
18 P -1.1327 0.2746 -5.2178
19 H 2.2015 2.2463 -0.5424
20 C 4.3747 -3.1180 -2.6579
21 N 3.3980 3.6859 -2.5755
22 H -4.1235 -4.9767 6.1065
23 C -1.1069 2.6201 -6.2450
24 H -1.0196 4.2553 -4.8227
25 H -5.0629 -4.6693 4.6318
26 C 1.3624 4.0708 0.2284
27 H -3.3232 0.3393 -4.3957
28 C -0.4026 0.9046 0.6740
29 C 3.8295 4.7257 -4.9198
30 H -2.1805 2.4797 -6.1738
31 N 2.3731 -5.2400 8.6860
32 H 1.7967 2.1944 1.1492
33 H 2.7965 -2.4820 10.1260
34 H 0.6922 -4.8322 7.2038
35 C -4.3865 -4.2281 5.3611
36 C 2.8653 -4.3951 9.2772
37 H -1.1599 -2.1141 -3.8624
38 H 4.3393 -3.0381 -1.5732
39 H -0.6848 3.8988 1.0299
40 N -1.6368 1.4528 -1.7309
41 H 2.9613 4.5697 -5.5572
42 H 5.3284 -3.5504 -2.9532
43 H 4.0131 5.7936 -4.8213
44 C 3.2827 -3.9635 -3.1263
45 H -0.7505 2.4569 -7.2549
46 H -2.3615 -0.4751 -3.1990
47 C -0.7329 4.0287 -5.8459
48 H -3.0704 -1.9093 -0.1616
49 F -0.5711 5.3345 -0.4422
50 C -3.1809 -3.7558 4.6918
51 O 0.0693 -0.7016 -4.8655
52 C 0.0027 4.6410 0.6297
53 H -1.2458 4.7489 -6.4783
54 H -2.0640 2.5208 -3.5405
55 C -2.3801 1.6446 -2.9938
56 N -2.2621 -0.8294 2.6983
57 H 0.2771 -3.2208 7.7992
58 O -3.3760 -1.5583 0.6822
59 O 0.3680 1.5587 2.7610
60 H 0.1441 5.3817 1.4131
61 H -3.1446 0.1639 -1.1202
62 C 1.4383 2.5262 0.1886
63 B -2.4249 -0.7385 1.2912
64 H 1.3854 -1.4379 -2.4217
65 C 0.3255 -1.2100 -2.5034
66 C 0.1697 1.8315 -0.2171
67 H 4.3866 -2.9780 9.5188
68 H 4.2845 -2.1241 -3.0919
69 C -2.1982 0.6054 -0.8441
70 H -4.8844 -3.3957 5.8540
71 N -2.2265 -3.3859 4.1752
72 H -2.6259 -1.7133 3.0559
73 N -1.9238 -5.1690 8.9159
74 H -0.5697 -3.8901 6.3940
75 C 3.4893 -3.3161 10.0327
76 O 0.7318 -0.5788 2.0855
77 H 1.6890 4.5269 -0.6948
78 H 0.2665 -0.1281 -2.4508
79 C 0.2944 0.5859 1.9783
80 C -0.1192 -4.1320 7.3570
81 C -1.6255 0.2744 0.3577

Record 7
Below is a 2-piece molecular cluster, C2H4N2O5 overall, with properties calculated with ωB97M-V/def2-TZVPD.

The energy relative to the best compared isomer or geometry (same formula, charge and spin) is 6.480 eV. The LUMO energy is -0.614 eV. As for the frontier orbital gap: 9.3 eV. As for the HOMO energy: -0.364 Eh. Its structure (SMILES) is O=C[N+](=O)[O-].C=[N+]([O-])O.

Atoms and positions in Å:
1 H 0.4776 2.2603 1.6028
2 N -1.8727 -0.4943 -1.4123
3 C -0.3169 -0.7129 -1.4194
4 H -0.6319 0.6498 1.1463
5 O 1.0777 -0.8980 1.1772
6 O -2.2111 0.0211 -0.3946
7 O -2.4946 -0.7994 -2.3695
8 H -0.0061 -1.0407 -0.4340
9 C 0.2192 1.2382 1.2960
10 O 2.4395 0.8914 1.3076
11 N 1.2946 0.5341 1.3059
12 H 1.8163 -1.1586 0.6217
13 O 0.2084 -0.4910 -2.4276

Record 8
Below is a 2-piece molecular cluster, C6H15NO overall, with properties calculated with ωB97M-V/def2-TZVPD.

The energy relative to the best compared isomer or geometry (same formula, charge and spin) is 1.268 eV. The LUMO energy is 0.773 eV. As for the frontier orbital gap: 10.7 eV. As for the HOMO energy: -0.363 Eh. Its structure (SMILES) is CCC(N)=O.CCC.

Atoms and positions in Å:
1 C -1.0106 -0.6614 -2.3451
2 H 1.3623 0.9467 0.7571
3 H 2.0716 -0.2526 2.4862
4 H 2.6706 2.8471 1.3138
5 H -0.3051 0.1004 -1.9597
6 C 1.3368 0.4181 2.9268
7 H 0.0665 1.5410 1.5827
8 H -0.6993 -3.9628 -2.1616
9 N -1.0949 -3.0437 -2.1898
10 C 1.6858 2.8332 1.7474
11 H 1.7575 0.8623 3.8086
12 H 1.1135 3.3254 0.9080
13 H 0.4675 -0.2371 3.1568
14 H 1.7314 3.2488 2.7532
15 O 0.9472 -2.1532 -2.3460
16 H -2.7129 0.4555 -1.3478
17 H -1.7307 -0.7272 -0.3742
18 H -2.9807 -1.2725 -1.4738
19 C 1.1034 1.4086 1.7409
20 H -1.2811 -0.3560 -3.3188
21 C -0.2450 -1.9550 -2.2443
22 H -2.0683 -2.8431 -2.0900
23 C -2.1853 -0.5225 -1.3303